# C8H24O4

C8H24O4 as an isolated structure (ωB97M-V with the def2-TZVPD basis set, the OMol25 dataset).

- Highest occupied orbital energy: -9.2 eV
- Gap between HOMO and LUMO: 0.3449 hartree
- Calculated total energy: -619.89064 a.u.
- Largest force on an atom: 0.198 Eh/bohr
- LUMO level: 0.006 Eh

CARTESIAN COORDINATES (ANGSTROEM)
C1 4.1812 -0.2094 1.2033
C2 3.1819 -1.0816 0.5657
O1 3.9011 -1.9486 -0.2046
H1 4.7504 -0.6127 2.0408
H2 3.4699 0.4530 1.6966
H3 4.7938 0.3615 0.5055
H4 2.5495 -0.6072 -0.1847
H5 2.7174 -1.8601 1.1709
H6 3.4812 -2.2157 -1.0256
C3 0.6140 0.3436 -2.8723
C4 -0.8652 0.3132 -2.3488
O2 -0.8540 -0.6706 -1.3593
H7 1.2330 0.8978 -2.1667
H8 0.5483 0.9570 -3.7710
H9 1.0807 -0.6410 -2.9013
H10 -1.5766 0.0256 -3.1230
H11 -1.2446 1.2343 -1.9064
H12 -1.0522 -1.4237 -1.9207
C5 0.9868 -0.1003 1.6663
C6 -0.2712 -0.6645 0.9277
O3 -0.8124 0.4537 0.2262
H13 1.4128 -0.7956 2.3897
H14 0.5567 0.7551 2.1873
H15 1.8018 0.2704 1.0446
H16 -1.0876 -1.0154 1.5589
H17 -0.0931 -1.4637 0.2083
H18 -1.0834 0.1936 -0.6572
C7 -3.2771 0.1250 0.6807
C8 -3.7071 1.5582 1.1978
O4 -4.7489 2.1348 0.4236
H19 -2.9216 0.0307 -0.3454
H20 -4.1117 -0.5382 0.9081
H21 -2.5010 -0.2844 1.3273
H22 -2.7705 2.0842 1.0129
H23 -3.8902 1.5417 2.2722
H24 -4.3921 2.3995 -0.4274

Atoms 1-6, force components in eV/Å:
-1.3 1.7 1.7
0.6 -2.2 -1.6
3.2 -2.8 -3.0
0.1 -0.5 -0.5
0.7 1.0 0.4
-0.1 -0.3 0.0

---

# C8H24O4

A 4-piece molecular cluster, C8H24O4 overall (ωB97M-V with the def2-TZVPD basis set, the OMol25 dataset).

- Highest occupied orbital energy: -9.7 eV
- Structure (SMILES): CCO.CCO.CCO.CCO
- Gap between HOMO and LUMO: 0.3859 hartree
- Calculated total energy: -620.10074 a.u.
- Largest force on an atom: 0.018 Eh/bohr
- LUMO level: 0.028 Eh

CARTESIAN COORDINATES (ANGSTROEM)
C1 11.8770 -12.6119 16.6378
C2 12.4282 -11.4858 15.7894
O1 13.8437 -11.5327 15.8166
H1 10.8334 -12.3895 16.8689
H2 12.4243 -12.6943 17.5767
H3 11.9375 -13.5614 16.1107
H4 12.0480 -10.5226 16.1499
H5 12.0521 -11.6087 14.7639
H6 14.2227 -10.9568 15.1487
C3 11.1222 -16.5615 13.1494
C4 12.1167 -17.6491 13.4602
O2 11.7075 -18.8162 12.7674
H7 11.0859 -16.3711 12.0785
H8 11.3730 -15.6381 13.6762
H9 10.1164 -16.8459 13.4701
H10 12.2013 -17.8359 14.5362
H11 13.1159 -17.3455 13.1124
H12 12.2386 -19.5601 13.0633
C5 14.9252 -15.1385 15.3166
C6 15.7963 -15.6486 16.4449
O3 17.1250 -15.7619 15.9791
H13 14.3108 -15.8878 14.8104
H14 15.5442 -14.6527 14.5625
H15 14.2058 -14.3852 15.6519
H16 15.4473 -16.6261 16.8006
H17 15.7506 -14.9775 17.3062
H18 17.7334 -15.6235 16.7074
C7 20.0329 -15.9587 18.7056
C8 19.0635 -17.0389 18.2930
O4 17.7266 -16.7604 18.7826
H19 21.0155 -16.1378 18.2615
H20 20.1331 -15.9260 19.7882
H21 19.6820 -14.9924 18.3425
H22 19.3684 -18.0262 18.6577
H23 19.0145 -17.1732 17.2109
H24 17.6743 -17.2567 19.6034

Atoms 1-6, force components in eV/Å:
0.0 0.2 0.0
-0.3 0.0 -0.3
0.2 -0.2 0.2
0.0 -0.2 0.0
0.0 0.0 0.0
0.0 -0.1 0.0

---

# C8H25BN2OP2SZn

C8H25BN2OP2SZn as an isolated structure (ωB97M-V with the def2-TZVPD basis set, the OMol25 dataset).

- Highest occupied orbital energy (spin up / spin down): -9.2 / -11.2 eV
- Gap between HOMO and LUMO (spin up / spin down): 0.2464 / 0.2863 hartree
- Charge: +1
- Calculated total energy: -3389.36545 a.u.
- Largest force on an atom: 0.034 Eh/bohr
- LUMO level (spin up / spin down): -0.090 / -0.124 Eh
- Spin multiplicity: 2

CARTESIAN COORDINATES (ANGSTROEM)
Zn1 0.3641 1.4006 1.5236
H1 -0.3381 -0.8395 -1.7743
H2 -0.3247 1.3881 -0.5118
P1 -1.8890 1.5972 1.9342
P2 1.8562 -2.3498 -1.8215
C1 2.2517 -3.8370 -0.8983
H3 3.1282 -4.3202 -1.3482
H4 2.4581 -3.5833 0.1496
H5 1.3971 -4.5209 -0.9440
C2 2.5842 -2.4160 -3.4689
H6 3.3841 -1.6693 -3.5673
H7 2.9846 -3.4236 -3.6437
H8 1.8084 -2.2069 -4.2183
C3 2.4892 -0.9202 -0.9214
H9 2.2071 -0.9717 0.1399
H10 3.5874 -0.9152 -1.0114
H11 2.0932 0.0139 -1.3483
C4 -3.0650 0.6035 0.9509
H12 -4.0881 0.9625 1.1230
H13 -2.8518 0.6290 -0.1227
H14 -3.0034 -0.4375 1.2893
C5 -2.2039 0.8992 3.5913
H15 -1.2521 0.7653 4.1193
H16 -2.8540 1.5688 4.1673
H17 -2.6816 -0.0841 3.4968
C6 -2.7043 3.2216 2.0217
H18 -3.3589 3.3875 1.1528
H19 -3.3068 3.2738 2.9409
H20 -1.9528 4.0202 2.0491
C7 0.6517 3.2096 0.8046
O1 0.8728 4.2189 0.2724
H21 -1.2588 2.2107 -1.6209
H22 0.3237 1.8864 -1.9734
H23 -0.6841 0.2300 -3.4640
H24 -2.1618 -0.0055 -2.0986
B1 -0.9759 0.1248 -2.2919
N1 -0.5272 1.4937 -1.5596
H25 0.4526 -2.2075 -1.9421
S1 3.0006 -1.8456 3.5484
C8 2.1254 -0.6958 2.9023
N2 1.4619 0.1445 2.3728

Atoms 1-6, force components in eV/Å:
0.4 0.2 0.4
-0.7 1.2 -0.1
-0.2 0.2 -1.6
-1.5 -0.7 0.6
0.0 0.2 0.2
0.1 -0.3 0.1